Record 1
Computed, not measured: C27H29F5N9O5ReS3 as an isolated structure, with ωB97M-V/def2-TZVPD.

Its multiplicity is 4. The largest force on an atom comes out at 0.006 hartree/bohr. The energy above the lowest of the compared OMol25 structures with the same formula, charge and spin is 0.125 eV. As for the total charge: +1. The lowest unoccupied orbital energy (alpha / beta) comes out at -3.85 / -5.46 eV.

Cartesian coordinates (Å):
Re: 0.526 0.624 -0.192
S: 1.279 2.770 -0.851
C: 0.632 3.909 0.217
N: 0.227 4.688 0.964
C: 0.805 1.066 -4.244
S: 1.830 -0.096 -3.371
C: 1.011 -1.627 -3.775
O: 1.562 0.084 -1.859
H: 1.107 0.993 -5.290
H: 1.044 2.060 -3.870
H: -0.249 0.840 -4.117
H: 1.013 -1.718 -4.862
H: -0.006 -1.615 -3.387
H: 1.603 -2.438 -3.351
O: 3.540 -2.926 4.253
S: 4.011 -1.981 5.259
O: 4.512 -0.740 4.693
O: 4.777 -2.526 6.343
C: 2.403 -1.493 5.972
N: 1.852 -2.183 6.969
C: 0.599 -1.889 7.283
C: -0.175 -0.973 6.566
C: 0.502 -0.318 5.559
N: 1.789 -0.531 5.301
C: -0.049 0.461 4.426
C: 0.751 1.469 3.872
C: 0.639 1.747 2.541
N: -0.197 1.037 1.731
C: -1.134 0.272 2.326
C: -1.122 0.003 3.675
H: 0.169 -2.434 8.115
H: -1.219 -0.810 6.792
H: 1.550 1.908 4.453
H: 1.313 2.440 2.062
H: -1.838 -0.220 1.679
H: -1.818 -0.724 4.071
F: -2.407 0.401 -0.314
C: -1.406 0.843 -1.149
F: -1.446 0.006 -2.250
C: -1.955 2.198 -1.648
F: -1.214 2.676 -2.657
F: -1.957 3.080 -0.654
F: -3.198 2.051 -2.096
C: 2.614 -2.407 -0.033
C: 1.129 -2.510 -0.044
N: 0.210 -1.531 0.031
C: -1.034 -2.159 0.013
C: -0.861 -3.490 -0.069
N: 0.501 -3.700 -0.097
C: 1.079 -5.021 -0.359
N: 1.023 -5.315 -1.760
N: -0.196 -5.589 -2.302
N: -0.114 -5.575 -3.568
C: 1.185 -5.268 -3.923
C: 1.763 -5.116 -5.187
C: 3.094 -4.772 -5.228
C: 3.846 -4.606 -4.046
C: 3.292 -4.765 -2.794
C: 1.932 -5.091 -2.759
H: 2.956 -1.547 -0.599
H: 3.054 -3.295 -0.472
H: 2.988 -2.319 0.989
H: -1.956 -1.616 0.044
H: -1.564 -4.301 -0.133
H: 0.485 -5.752 0.184
H: 2.103 -5.064 -0.004
H: 1.179 -5.275 -6.084
H: 3.590 -4.651 -6.182
H: 4.899 -4.370 -4.128
H: 3.902 -4.685 -1.905
C: 4.607 0.386 1.872
C: 3.678 0.946 0.836
O: 2.386 0.225 0.902
H: 5.549 0.935 1.845
H: 4.827 -0.667 1.696
H: 4.216 0.483 2.888
H: 4.022 0.797 -0.187
H: 3.464 2.005 0.982
H: 2.252 -0.028 1.832



Record 2
Computed, not measured: C27H29MoN3O8S2 as an isolated structure at a distorted geometry, with ωB97M-V/def2-TZVPD.

The largest force on an atom comes out at 0.049 hartree/bohr. The lowest unoccupied orbital energy (alpha / beta) comes out at -1.25 / -1.25 eV.

Cartesian coordinates (Å):
Mo: -0.621 0.237 0.121
C: -2.996 -0.440 2.113
N: -2.280 0.830 1.866
C: -3.345 1.825 1.632
C: -2.965 3.023 0.778
C: -2.505 2.587 -0.609
N: -1.152 2.059 -0.632
C: -0.272 2.865 -1.205
C: 0.922 2.401 -1.801
C: 1.988 3.249 -2.134
C: 3.041 2.791 -2.888
C: 3.023 1.482 -3.375
C: 1.966 0.639 -3.114
C: 0.901 1.053 -2.290
O: -0.110 0.292 -2.049
C: -1.540 1.171 3.100
C: -0.654 2.427 3.095
C: 0.383 2.525 1.946
N: 0.686 1.202 1.441
C: 1.732 0.631 2.017
C: 1.941 -0.743 2.210
C: 3.241 -1.212 2.635
C: 3.700 -2.473 2.569
C: 2.947 -3.606 2.088
C: 1.621 -3.712 2.132
C: 0.782 -1.554 2.183
O: -0.345 -1.109 1.886
H: -3.782 -0.295 2.866
H: -2.318 -1.217 2.457
H: -3.443 -0.792 1.183
H: -3.732 2.173 2.603
H: -4.163 1.318 1.116
H: -2.188 3.625 1.247
H: -3.859 3.641 0.674
H: -2.571 3.450 -1.285
H: -3.160 1.795 -0.993
H: -0.522 3.920 -1.338
H: 1.973 4.263 -1.762
H: 3.877 3.440 -3.104
H: 3.858 1.125 -3.962
H: 1.942 -0.371 -3.498
H: -0.908 0.318 3.347
H: -2.263 1.295 3.922
H: -0.114 2.398 4.046
H: -1.266 3.330 3.110
H: 1.288 3.007 2.341
H: 0.010 3.146 1.129
H: 2.479 1.298 2.459
H: 3.923 -0.441 2.973
H: 4.728 -2.661 2.843
H: 3.501 -4.429 1.664
H: 1.082 -4.563 1.739
O: -1.338 -2.489 0.115
S: -2.067 -2.035 -1.060
O: -3.339 -2.673 -1.285
O: -2.273 -0.549 -0.950
C: -0.975 -2.450 -2.410
C: -1.480 -2.769 -3.658
C: -0.629 -3.265 -4.633
C: 0.720 -3.420 -4.355
C: 1.219 -3.079 -3.109
C: 0.366 -2.609 -2.123
S: 1.062 -2.393 -0.413
O: 0.767 -2.798 2.736
O: 2.483 -2.657 -0.657
O: 0.925 -0.836 -0.269
H: -2.535 -2.654 -3.842
H: -1.013 -3.537 -5.605
H: 1.381 -3.818 -5.109
H: 2.266 -3.180 -2.861



> What is the formula in the second record?

C27H29MoN3O8S2